Record 1
# C54H144O54S18

A 18-piece molecular cluster, C54H144O54S18 overall (wB97M-V/def2-TZVPD, OMol25).

```
! wB97M-V def2-TZVPD RIJCOSX def2/J DEFGRID3
* xyz 0 1
H 3.612 5.059 2.493
O -2.202 0.124 -6.146
H 2.139 7.781 2.349
H 1.991 -4.948 2.174
C -0.879 4.885 2.896
S -4.975 -8.023 -0.549
H -1.814 0.891 7.735
H 3.393 7.129 1.374
H 1.510 -7.520 5.862
H 1.181 -2.299 0.513
C -2.763 5.893 -6.537
O 9.323 -2.564 -0.771
C 3.512 5.428 -1.976
H -6.411 -2.682 -0.833
O -4.607 -2.311 1.378
C -1.540 5.829 -5.656
O -4.044 0.901 -4.495
C -4.755 0.531 -1.151
H 1.954 5.344 1.820
H 0.886 4.246 10.390
H 10.089 -4.467 -2.940
H -2.926 6.912 -6.888
H 0.932 -6.069 -0.582
H 1.986 1.333 -2.680
H 2.472 -6.652 0.012
O 4.229 -0.978 0.525
H -6.428 1.935 -0.791
H 2.843 5.738 -2.779
H 0.140 -1.572 6.620
C 2.145 -10.977 -4.450
H -0.924 -0.731 -3.830
H -0.948 -2.763 -1.622
H -7.929 5.448 -0.749
H -7.183 -6.918 -0.495
H -1.134 9.713 0.566
C 1.234 -5.417 1.545
H -0.374 5.475 3.660
H -1.828 -1.483 3.030
H 0.638 2.968 -4.886
C 6.894 -2.438 -0.548
C -6.536 -7.196 -1.326
H -0.253 4.038 2.615
H 6.954 -1.490 -1.082
S 5.610 1.810 -3.878
H -0.370 5.857 1.182
O -0.120 -3.409 4.454
H -9.130 -2.069 3.261
H -5.054 -3.875 -1.068
O -1.713 1.789 -4.313
O 1.474 4.381 -0.769
O -2.622 9.070 2.785
H 2.538 -11.932 -4.799
H -4.058 -0.681 -6.729
O -1.862 6.634 -4.509
C 3.014 -0.077 4.082
H 2.990 -10.506 -3.948
H -0.035 4.331 8.261
O 3.949 7.591 3.357
H 4.278 1.117 -2.095
H -6.689 -1.553 3.687
H -1.728 4.509 3.468
H -0.965 4.598 -1.583
S -1.503 -3.117 4.841
H 4.426 5.169 -2.511
H 0.053 -6.839 5.038
H 6.937 -0.320 -5.432
H 3.288 -3.196 -4.919
H 1.509 -5.876 5.422
C 2.438 8.674 5.315
H 0.405 -4.719 1.429
H -2.420 -6.946 0.386
S -0.660 2.513 6.352
H -5.297 -2.444 -2.143
H -3.686 0.745 -1.173
O 5.265 -1.572 2.787
C -5.373 -2.834 -1.128
H 5.928 1.303 -1.496
O -0.214 7.994 2.876
C -7.434 -0.768 3.560
C -0.942 -7.491 -3.275
H 0.528 -4.873 -6.670
H 0.963 0.628 1.763
H 2.688 7.691 5.715
O -1.598 -2.720 6.508
S -2.608 0.725 -4.662
O -5.571 7.136 0.009
C 5.226 1.036 1.965
S -0.886 6.467 -3.082
H -2.832 -4.562 0.801
H -2.159 8.401 -0.030
H 4.645 1.731 1.359
C -1.960 -1.391 4.108
H -2.309 -0.670 -2.686
H 2.274 0.686 4.326
H 1.535 8.575 4.713
H -5.051 0.238 -2.158
C -0.774 -2.114 8.571
H -1.232 4.811 -5.416
C 0.857 3.304 9.842
S 2.768 3.972 -1.279
S -1.003 0.381 0.512
C -4.857 6.940 -3.582
O 10.486 -4.721 -0.078
O -0.017 -9.959 -3.771
H -3.956 1.535 3.063
O 0.845 -6.626 2.290
H 9.130 0.221 -6.603
H 5.983 -3.023 -0.677
O -4.675 4.857 0.637
H -0.389 8.082 0.227
S 3.807 9.037 4.221
H 1.301 1.090 0.036
O -5.087 -0.365 -0.142
C -1.271 8.632 0.559
H 7.084 1.362 -6.213
H -2.198 -5.478 2.261
H 2.259 -4.926 -0.206
S 0.605 -3.627 -4.676
O -7.225 0.362 4.381
H 6.224 0.994 1.529
O -0.991 3.915 5.999
H -6.448 5.530 -3.434
O 0.396 -2.302 -5.224
H 2.301 9.425 6.093
O 3.205 -6.632 3.343
S -5.586 5.684 -0.149
H 0.646 -3.466 -1.379
O 2.572 3.263 -2.818
H -1.474 4.124 -3.175
O 0.140 2.468 7.812
H -3.673 5.475 -6.106
O 3.737 3.157 -0.514
O 1.865 -3.700 -3.579
O -0.586 -1.271 0.802
C 0.359 -1.882 -0.068
O -0.020 1.683 5.351
H -1.743 -1.620 8.649
H -7.031 3.945 -0.277
H 5.227 1.419 2.985
H -0.735 -6.537 -2.791
O -2.646 -4.002 4.558
H -5.289 7.564 -4.365
S 10.775 -3.458 -0.779
O 11.876 -2.662 -0.227
H 0.267 -11.900 -3.809
H -0.724 6.317 -6.188
H 2.050 -4.096 -6.444
C 2.682 5.620 2.583
O -5.865 2.276 5.367
H 0.524 2.213 1.078
H -5.567 2.020 2.518
C 3.039 -2.986 -3.879
O -1.174 7.625 -2.252
O -4.028 -8.492 -1.576
O -2.179 6.664 2.012
O 0.951 -8.021 -5.093
H -2.685 5.378 -7.495
H 3.373 -2.117 4.461
H 10.936 -2.977 -3.111
H -7.610 5.174 1.004
H -4.184 6.243 -4.080
H 9.218 1.587 -5.336
C -5.340 1.960 -0.833
C 10.930 -3.903 -2.537
C 7.419 0.658 -5.451
H 1.998 -1.002 -3.916
H -6.974 -7.951 -1.980
C 0.891 -11.020 -3.656
C 1.142 -6.847 5.089
H -3.226 0.055 -8.792
C 0.605 1.146 0.873
O 5.055 9.214 4.977
H -2.671 1.291 6.118
O 3.318 10.108 3.337
O 3.052 -0.300 2.682
H 3.962 0.130 4.578
O 5.599 3.253 -3.556
H 8.260 -4.207 -0.518
O 1.829 -8.734 3.181
C 1.579 2.293 -3.000
C 5.325 0.900 -2.310
O -2.002 0.816 1.479
C -4.986 1.200 2.941
H 6.947 -2.170 0.507
C 1.750 -5.840 0.101
H -9.590 -0.489 3.545
H 0.352 -3.234 7.080
H -5.045 0.266 2.381
H 0.679 2.438 10.479
H -2.977 -1.127 4.396
C 2.662 -1.357 4.786
H 3.563 6.212 -1.221
H 3.886 -3.397 -3.330
H -3.554 -7.449 1.696
H -0.046 -1.526 9.130
O -3.027 -1.738 -0.583
C 2.913 -1.492 -3.583
H 2.235 5.591 3.577
C -2.708 -0.753 -8.275
O -1.150 0.571 -0.934
H -2.329 -1.586 -4.323
H 5.498 -0.150 -2.546
C -0.213 -3.035 -0.865
C 8.115 -3.233 -0.985
H 1.790 -5.553 -5.431
C -1.581 4.909 -2.426
S 0.604 -8.325 -3.717
C -2.189 1.636 7.033
H 1.948 -10.453 -5.385
H 0.899 1.290 -4.684
H 11.866 -4.462 -2.519
H -5.080 2.657 -1.630
H 2.693 -1.137 5.853
H 8.051 -3.622 -2.001
H -5.004 2.313 0.142
H -2.948 -1.688 -8.782
O -5.300 5.416 -1.688
H 9.463 -0.125 -4.933
H -8.984 -1.478 4.909
O -5.335 -8.857 0.586
O -0.584 -4.288 -4.111
H -1.397 -8.192 -2.576
H -0.822 -3.065 9.102
H 2.297 2.204 -5.030
H -0.785 -3.717 -0.235
H -1.664 -0.532 -8.498
H 1.715 -1.820 4.507
C -1.321 5.607 1.651
H 0.618 2.406 -2.499
S -1.579 8.186 2.341
C -2.010 -0.727 -3.733
C 2.985 7.095 2.384
H 1.814 3.111 9.357
S -4.335 -1.857 -0.002
H -1.573 -7.338 -4.152
O -4.329 -6.658 0.000
H -1.263 -0.660 4.519
H -6.196 -6.350 -1.923
H 0.729 -1.142 -0.777
H -2.624 5.011 -2.127
C -2.983 -0.847 -6.789
H 3.740 -1.015 -4.108
C -5.947 6.197 -2.733
H -6.733 6.855 -2.359
O 7.179 1.276 -4.157
S -5.700 0.972 4.682
S 1.876 -7.284 3.398
C -0.338 -2.394 7.153
S 4.490 -0.661 1.919
H -2.667 -1.857 -6.530
O 0.465 6.218 -3.594
H -2.734 2.475 7.465
H -7.420 -0.448 2.518
H -1.934 4.936 1.048
H -1.205 3.400 9.231
C 1.312 -4.710 -5.930
C -8.836 -1.210 3.863
H 2.932 -1.208 -2.531
C -3.334 -6.707 0.929
O 4.769 1.232 -4.924
C 8.932 0.566 -5.588
O -4.981 -0.089 5.288
C -3.014 -5.329 1.553
C -7.278 4.973 -0.014
C 1.358 2.258 -4.480
H -4.139 7.410 -2.910
C -0.195 3.410 8.822
O 1.502 -8.177 -2.551
H 1.152 -11.103 -2.601
H -3.841 -4.951 2.154
*
```

Strongest force on any atom: 0.0954 Eh/bohr
Orbital gap: 10.2 eV


Record 2
# C6H8N

C6H8N as an isolated structure (wB97M-V/def2-TZVPD, OMol25).

```
! wB97M-V def2-TZVPD RIJCOSX def2/J DEFGRID3
* xyz 1 1
C -2.177 1.708 0.564
H -2.310 1.451 1.718
H -1.826 2.748 0.336
C 1.426 -1.439 -1.161
H 0.531 -1.960 -1.445
H -3.147 1.567 0.103
H 0.875 -1.535 1.061
C 0.087 0.602 0.452
C 1.314 -0.951 0.206
H 2.246 -2.248 -1.398
C -1.172 0.607 0.190
N 2.509 -0.113 0.757
H 1.656 -0.537 -1.824
C 1.465 0.531 0.556
H -1.476 -0.430 -0.115
*
```

Strongest force on any atom: 0.1032 Eh/bohr
Orbital gap: 10.0 eV


Record 3
# C39H85ClF2IN4O17S5

A 6-piece molecular cluster, C39H85ClF2IN4O17S5 overall (wB97M-V/def2-TZVPD, OMol25).

```
! wB97M-V def2-TZVPD RIJCOSX def2/J DEFGRID3
* xyz 1 1
H 2.892 0.423 -0.463
O -12.833 4.527 2.951
H 0.045 -5.049 2.194
C 9.998 1.582 4.004
H -3.782 7.206 3.062
O -7.738 3.997 0.047
F -0.613 -0.043 -2.650
H 2.002 3.046 2.565
H 3.593 4.501 0.900
H 10.669 3.390 0.424
H -2.549 7.030 4.337
H 5.932 0.801 2.204
H -2.735 4.386 -1.661
H 4.430 -2.608 -2.486
H -0.394 -2.133 -4.735
O 0.913 0.917 -5.035
H -1.097 -11.757 -3.114
H 3.102 -5.579 -2.873
O 10.586 1.853 2.740
H 3.900 -4.618 -0.130
H 3.332 0.120 -4.187
H -10.932 6.516 -1.125
H -0.418 -7.946 1.619
H 1.229 3.296 0.776
H 1.690 -1.651 0.239
C 3.941 -4.771 -2.985
H 9.513 -0.507 3.700
H 9.771 -0.060 5.392
C -2.778 5.291 3.074
H -12.075 7.190 5.230
O -0.173 -8.391 -2.584
H 2.201 -3.657 -4.474
F 5.893 -0.135 -6.530
C 5.147 -6.560 -1.857
H 4.186 -6.764 -1.214
H -0.115 -4.894 0.231
S 9.776 1.424 1.393
H -9.908 7.531 0.861
H 4.173 -4.711 -4.155
C 5.499 0.884 -0.040
H 5.018 -7.222 -2.842
C 2.489 -3.205 -1.229
I 2.619 -6.434 2.156
H 3.529 3.038 -0.287
C -0.666 -8.185 0.581
H 6.103 -0.511 -4.367
O -1.019 4.487 0.735
H 8.954 1.914 4.026
N 1.513 -1.732 -3.718
C 2.054 2.759 1.429
H -14.208 6.029 4.613
H -10.816 5.284 0.157
H -3.017 -0.560 -1.940
C -2.801 -1.289 -1.051
H 11.816 2.006 0.345
S -2.265 5.186 0.502
C -13.826 5.977 5.637
Cl -0.522 0.025 -7.227
C 0.682 -1.736 -4.991
H -8.680 7.429 -0.399
C 4.748 2.706 1.738
C 3.416 -3.229 -2.598
H -4.227 4.680 -0.721
C -3.214 4.272 -0.687
H -2.071 7.295 2.654
H 2.444 -3.685 1.895
H -11.999 6.249 6.719
S -11.593 5.116 3.411
H 4.505 2.827 2.900
C 3.511 3.321 0.856
H 5.255 1.791 -0.757
H 0.076 -3.360 1.357
C 2.741 -1.929 -0.245
O -11.106 6.380 2.901
O 1.112 -10.489 -1.983
C -1.167 -1.520 -0.777
H 6.690 0.815 -0.004
O -6.385 6.130 -0.146
H 5.529 -4.464 -1.569
H 6.105 -6.972 -1.318
C 3.766 -2.084 -4.994
C -0.647 -9.686 0.356
H -1.779 4.876 3.243
H 3.187 -0.494 -2.101
H -2.095 -10.296 -3.439
H -3.192 -2.359 -1.405
C 0.400 -4.499 1.206
C 2.037 -4.513 1.175
C -1.083 -10.705 -3.405
C 10.116 0.114 4.369
H -6.143 5.823 2.614
N 1.038 -3.324 -1.743
O -11.614 5.173 5.039
H 2.309 -5.551 -0.837
H -0.890 -0.752 0.082
H -10.203 3.666 2.184
H -3.229 3.219 -0.396
H 4.090 0.418 1.778
H -4.063 -0.108 0.064
C 4.980 -0.527 -0.694
O -3.552 -0.968 0.174
H 3.525 -2.471 -6.096
H 0.923 -4.173 -2.338
O -2.304 6.586 0.134
H -10.591 3.008 3.800
C 10.775 2.320 0.233
H 0.061 -7.682 -0.064
C 0.457 -0.205 -5.626
H 4.824 -2.552 -4.733
O 9.974 0.008 1.164
H -9.374 4.321 3.628
H 1.927 1.594 1.273
H -7.203 4.383 2.808
H 5.372 -1.423 -0.050
H 5.492 -0.647 -1.765
H -1.320 -10.163 1.077
H 10.423 2.081 -0.772
C -9.309 6.830 0.268
S -7.247 5.240 0.603
C -6.480 4.887 2.164
C -10.241 5.926 -0.517
C 2.655 -2.688 -3.945
H -0.604 -10.591 -4.379
H -9.679 5.270 -1.188
C -12.329 6.223 5.675
H -1.079 -2.605 -0.351
H 5.775 3.278 1.571
C -10.307 3.904 3.244
N -0.327 -1.227 -1.997
N 5.263 -5.128 -2.329
C 5.413 0.077 -5.114
C 2.721 -4.565 -0.308
H -3.452 4.814 3.795
C 0.692 -2.053 -2.488
H 3.453 -2.163 0.684
C 5.010 1.091 1.512
H 10.541 2.178 4.745
H -14.065 4.980 6.020
H 11.152 -0.226 4.278
S -0.134 -9.791 -2.216
O -3.251 4.953 1.778
C -2.797 6.791 3.299
H -14.357 6.725 6.233
O -1.119 -10.024 -0.940
O -8.511 6.089 1.181
H -1.650 -7.770 0.344
C 3.327 -0.575 -0.943
O 8.458 2.020 1.425
H -5.627 4.232 1.979
H 1.132 -2.368 -5.867
H 0.352 -10.100 0.525
H 5.444 1.232 -4.922
C 3.827 -0.450 -5.080
H 3.356 -0.086 -6.087
*
```

Strongest force on any atom: 0.1867 Eh/bohr
Orbital gap: 7.1 eV


no.,M (g/mol),LUMO energy (eV)
1,2234.90,-0.25
2,94.14,-5.64
3,1242.81,-4.19